2
Properties=species:S:1:pos:R:3:lowdin_spin:R:1 method="wB97M-V/def2-TZVPD" fmax_ha_per_bohr=0.015 orbital_gap_ev="12.403 / 6.680" charge=+2 spin_multiplicity=3 total_energy_ev=-74015.126 relative_energy_kcal_mol=1.3 lumo_energy_ev="-12.01 / -17.48"
Ag 4.313 8.443 10.112 0.0787
Br 5.330 9.361 12.484 1.9213

=====

11
Properties=species:S:1:pos:R:3:lowdin_spin:R:1 method="wB97M-V/def2-TZVPD" fmax_ha_per_bohr=0.006 orbital_gap_ev="5.296 / 5.299" charge=+1 spin_multiplicity=2 total_energy_ev=-22750.205 relative_energy_kcal_mol=13.9 lumo_energy_ev="-7.95 / -7.95"
Ag -10.816 31.356 -4.702 -0.0008
Cl -11.074 29.074 -0.634 1.0009
O -16.431 27.124 -1.011 0.0000
H -16.484 26.229 -1.346 0.0000
H -15.509 27.362 -1.105 0.0000
O -9.126 27.171 3.692 0.0000
H -8.180 27.151 3.547 0.0000
H -9.458 27.783 3.035 -0.0001
O -9.999 33.000 3.212 0.0000
H -9.212 33.401 2.841 0.0000
H -10.302 32.395 2.534 0.0000

=====

2
Properties=species:S:1:pos:R:3:lowdin_spin:R:1 method="wB97M-V/def2-TZVPD" fmax_ha_per_bohr=0.013 orbital_gap_ev="9.003 / 6.736" charge=+1 spin_multiplicity=2 total_energy_ev=-12091.002 relative_energy_kcal_mol=2.6 lumo_energy_ev="-6.53 / -8.44"
Ag 0.821 -0.766 -0.975 0.0011
I -0.821 0.766 0.975 0.9989

=====

2
Properties=species:S:1:pos:R:3:lowdin_charge:R:1 method="wB97M-V/def2-TZVPD" fmax_ha_per_bohr=0.049 orbital_gap_ev=6.475 charge=+2 total_energy_ev=-9283.149 relative_energy_kcal_mol=56.8 lumo_energy_ev=-19.91
Al 0.728 -0.330 -1.099 1.9462
F -0.728 0.330 1.099 0.0538

=====

4
Properties=species:S:1:pos:R:3:lowdin_charge:R:1 method="wB97M-V/def2-TZVPD" fmax_ha_per_bohr=0.101 orbital_gap_ev=6.778 charge=+3 total_energy_ev=-8629.069 relative_energy_kcal_mol=1.4 lumo_energy_ev=-25.70
Al 31.302 -28.547 4.843 2.4059
O 31.173 -28.329 6.954 0.2298
H 30.478 -27.785 7.324 0.1739
H 31.698 -28.594 7.709 0.1905

=====

8
Properties=species:S:1:pos:R:3:lowdin_charge:R:1 method="wB97M-V/def2-TZVPD" fmax_ha_per_bohr=0.047 orbital_gap_ev=5.405 charge=-1 total_energy_ev=-26138.164 relative_energy_kcal_mol=0.0 lumo_energy_ev=0.02
Al -0.795 1.502 -1.269 0.7764
O -1.388 1.038 1.405 -0.3817
H -1.627 1.591 2.162 -0.0831
P 0.881 -0.915 -0.527 -0.1519
O 1.514 -2.002 0.276 -0.3111
O -0.682 -1.022 -0.406 -0.2353
O 1.186 -0.605 -1.966 -0.3745
O 0.912 0.413 0.325 -0.2388

=====

Please write out number 6 again, unchanged.
8
Properties=species:S:1:pos:R:3:lowdin_charge:R:1 method="wB97M-V/def2-TZVPD" fmax_ha_per_bohr=0.047 orbital_gap_ev=5.405 charge=-1 total_energy_ev=-26138.164 relative_energy_kcal_mol=0.0 lumo_energy_ev=0.02
Al -0.795 1.502 -1.269 0.7764
O -1.388 1.038 1.405 -0.3817
H -1.627 1.591 2.162 -0.0831
P 0.881 -0.915 -0.527 -0.1519
O 1.514 -2.002 0.276 -0.3111
O -0.682 -1.022 -0.406 -0.2353
O 1.186 -0.605 -1.966 -0.3745
O 0.912 0.413 0.325 -0.2388